(1)
Entry from the OMol25 dataset: a structure of composition C20H22CrN4S3Te at a distorted geometry (wB97M-V/def2-TZVPD).

The geometry in XYZ format:
```
51
Properties=species:S:1:pos:R:3:forces:R:3
Cr 1.3064 0.4591 -0.2674 -1.6 -0.5 -0.4
C -0.6357 -2.0656 0.6469 0.0 0.0 0.1
N -0.4653 -1.1960 -0.5254 0.1 0.0 -0.3
C -1.6519 -0.3302 -0.6706 0.1 0.1 0.0
C -1.3966 0.8220 -1.6152 0.1 0.0 0.0
N -0.4053 1.7872 -1.0732 0.0 0.0 0.1
C 0.0676 2.6529 -2.1777 0.0 0.1 0.0
C -1.0361 2.6015 -0.0315 -0.1 0.0 0.0
C -1.9216 3.6173 -0.3826 0.0 0.0 0.0
C -2.5658 4.3792 0.5781 0.0 0.0 0.0
C -2.3191 4.1230 1.9210 0.0 0.0 0.1
C -1.4438 3.1150 2.2801 0.0 0.0 -0.1
C -0.7970 2.3261 1.3172 0.0 0.0 0.0
S 0.2436 1.0285 1.8310 -0.1 -0.1 0.3
C -0.2480 -1.9904 -1.7343 -0.1 0.0 0.0
C -1.0407 -3.1131 -1.9713 0.0 0.0 0.0
C -0.8679 -3.9002 -3.0968 0.0 0.0 0.0
C 0.1093 -3.5460 -4.0207 0.0 0.1 0.0
C 0.8876 -2.4237 -3.8053 0.0 0.0 0.1
C 0.7369 -1.6216 -2.6600 -0.1 0.0 0.0
S 1.7653 -0.2141 -2.4731 0.2 -0.2 -0.2
H -1.6252 -2.5380 0.6668 0.0 0.0 0.0
H -0.5298 -1.4649 1.5477 0.0 0.1 0.0
H 0.1264 -2.8407 0.6373 0.1 0.0 0.0
H -1.9034 0.0576 0.3169 0.0 0.0 0.1
H -2.5072 -0.9116 -1.0373 0.0 -0.1 0.0
H -2.3451 1.3341 -1.8092 0.0 0.1 -0.1
H -1.0132 0.4445 -2.5627 0.1 0.0 0.0
H -0.7724 3.0570 -2.7548 0.0 0.0 0.0
H 0.6980 2.0684 -2.8364 0.0 -0.1 0.0
H 0.6585 3.4622 -1.7582 0.0 0.0 0.0
H -2.1203 3.8149 -1.4279 0.0 0.0 0.0
H -3.2543 5.1603 0.2797 0.0 0.0 0.0
H -2.8102 4.7104 2.6893 0.0 0.0 0.0
H -1.2374 2.9071 3.3231 0.0 0.0 0.0
H -1.8087 -3.3841 -1.2562 0.0 0.0 0.0
H -1.4794 -4.7819 -3.2471 0.0 0.0 0.0
H 0.2612 -4.1434 -4.9130 0.0 0.0 0.0
H 1.6538 -2.1368 -4.5162 0.0 0.0 0.0
S 2.6919 -1.4032 0.2658 -0.1 -0.8 0.0
C 2.6531 -1.4984 1.9437 0.2 0.2 0.2
N 2.7913 -0.3114 2.6202 -0.4 -0.3 -0.4
C 2.6676 -0.2208 3.9305 0.1 0.2 0.5
C 2.5269 -1.3605 4.6677 0.0 -0.1 0.4
C 2.4759 -2.5666 3.9567 -0.1 0.1 0.3
N 2.5208 -2.6523 2.6556 0.2 0.3 -0.8
H 2.8193 0.5491 2.0311 0.3 0.2 -0.2
H 2.6967 0.7789 4.3422 0.0 0.0 0.0
H 2.4484 -1.3316 5.7437 0.0 0.0 0.0
H 2.3551 -3.5106 4.4810 0.0 0.0 0.1
Te 3.0398 2.2011 -0.0495 1.0 0.9 0.2
```
Forces are in eV/Å.

The net charge is -1. The value obtained for the orbital gap (spin up / spin down) is 4.9 / 5.1 eV. As for the spin multiplicity: 4.


(2)
Entry from the OMol25 dataset: a cluster of 13 separate species, C5H36NO13 in total at a distorted geometry (wB97M-V/def2-TZVPD).

The geometry in XYZ format:
```
55
Properties=species:S:1:pos:R:3:forces:R:3
C 2.1547 0.2896 -1.3208 1.2 0.7 1.3
O 1.4571 0.9066 -0.2235 1.5 -1.6 -0.1
C 1.8451 0.8801 -2.6632 -0.6 -0.2 -1.5
C 0.3613 0.8618 -3.0089 -0.9 -0.5 0.8
C -0.2289 -0.5168 -2.7863 0.1 0.4 -0.4
C -1.5236 -0.7214 -2.8527 -0.6 0.2 0.2
N -2.1471 -1.9494 -2.3844 -0.7 -0.8 -1.1
H 3.2207 0.4664 -1.1372 0.0 0.1 -0.1
H 2.0764 -0.7854 -1.1427 -0.5 -0.1 -0.7
H 0.8569 1.6162 -0.4162 -0.7 0.6 -0.3
H 2.2196 1.8982 -2.7580 0.1 0.1 0.3
H 2.3504 0.3300 -3.4595 0.3 -0.2 0.2
H -0.1557 1.5212 -2.2996 -0.1 0.0 -0.3
H 0.0292 1.1622 -4.0050 0.7 0.4 0.0
H 0.4360 -1.3468 -2.6026 0.1 -0.1 0.4
H -2.2728 0.0104 -3.1538 0.3 0.0 0.4
H -1.5432 -2.7537 -2.4154 0.8 -0.2 0.5
H -2.9045 -2.2080 -3.0213 -0.3 0.3 0.3
H -2.5662 -1.8363 -1.4124 -0.2 0.5 -0.3
H 3.5816 -4.0633 -2.4317 0.1 -0.1 0.0
H 2.9068 -3.3331 -3.5905 0.1 0.0 -0.5
O 2.9056 -3.4155 -2.6420 -0.3 0.2 0.6
H -1.6122 5.1739 1.5658 1.1 -0.4 -0.4
H -0.1022 5.5074 1.3865 0.3 0.4 0.1
O -0.7506 4.8276 1.2321 -1.3 -0.1 0.2
H -1.1005 1.3383 3.9342 -0.3 -0.3 0.9
H 0.2561 1.1390 3.2218 -0.1 0.4 0.6
O -0.6455 1.4971 3.1212 1.0 0.2 -0.6
H -3.3308 -0.0676 -0.2983 -0.2 -0.5 -0.6
H -3.7226 -1.3303 0.4397 -0.2 0.1 0.0
O -3.6644 -0.9920 -0.4685 0.5 0.1 0.4
H -3.6948 0.4420 2.4475 -0.2 0.1 0.0
H -2.5306 -0.5637 2.5407 -1.0 -0.2 0.1
O -3.4534 -0.4515 2.2008 0.7 -0.1 0.1
H 3.2730 0.9238 3.2833 -0.2 0.3 -1.1
H 2.6285 1.9033 2.0879 0.7 -0.9 0.9
O 2.6248 1.5983 3.0198 -0.9 0.5 0.1
H 0.0803 -2.5674 -0.0463 -0.2 -0.1 -0.2
H 0.7091 -3.2971 -1.2378 0.1 -0.2 0.0
O -0.1478 -3.0667 -0.8582 0.4 0.2 0.4
H 3.6692 -1.9069 3.5800 -0.3 0.1 0.2
H 4.2513 -1.4567 2.3000 0.1 0.2 -0.4
O 3.4789 -1.3036 2.8509 0.2 -0.3 0.2
H -0.2793 1.5870 1.4888 -0.5 0.8 -0.4
H -0.3951 3.0394 0.8240 -0.3 -0.2 0.5
O -0.4291 2.0780 0.6586 -0.3 0.4 -0.6
H 0.8345 -0.4017 0.8122 0.0 -0.2 0.3
H 1.1720 -1.3162 2.0346 0.6 0.0 0.1
O 0.4882 -1.1300 1.3902 -0.1 0.3 -0.9
H -0.7328 -0.5253 2.7592 0.0 -0.3 0.5
H -0.8747 -1.9265 3.2262 -0.2 -0.4 0.3
O -1.1215 -1.0382 3.4969 0.2 0.0 -0.4
H -1.8657 1.6114 -0.1623 -1.0 0.4 -0.4
H -3.3650 2.1436 -0.3981 0.1 0.2 0.2
O -2.7069 1.5183 -0.7056 0.8 -0.4 0.2
```
Forces are in eV/Å.

The net charge is +1. The value obtained for the orbital gap is 10.7 eV.


(3)
Entry from the OMol25 dataset: a structure of composition C9H16KN5O3S at a distorted geometry (wB97M-V/def2-TZVPD).

The geometry in XYZ format:
```
35
Properties=species:S:1:pos:R:3:forces:R:3
K 10.6131 11.2452 5.3840 -0.1 0.4 -0.1
N 8.4536 9.4343 4.3834 0.1 1.6 -0.6
N 8.6893 8.2653 5.0104 -1.8 -2.7 1.6
C 9.8596 7.7829 5.4207 0.5 0.1 0.3
N 9.8907 6.7528 6.3316 -2.5 0.9 -1.0
S 11.2743 8.3983 4.8463 1.4 0.0 -0.3
H 8.0449 10.1334 5.0407 0.0 -0.5 -0.7
H 7.9778 9.2960 3.4959 0.1 0.2 0.4
H 7.8773 7.7309 5.3393 0.3 0.4 -0.1
H 9.0692 6.5849 6.9290 0.9 0.1 -0.4
H 10.8034 6.6090 6.6583 1.0 -0.5 0.7
C 5.1344 15.3351 4.2833 0.4 0.5 -0.1
C 6.6354 15.0307 4.2872 -0.3 0.0 0.8
C 7.3834 15.2881 5.6176 -0.2 0.7 0.8
C 7.6890 16.7668 5.9636 -2.3 0.9 -0.9
C 6.5474 17.8858 5.8267 0.7 -2.1 -1.4
C 6.5512 14.6128 6.6853 0.2 -0.7 0.6
O 5.6298 15.0535 7.3417 0.3 0.6 -0.5
N 6.8753 13.2773 6.8685 0.0 -0.8 0.0
C 7.9208 12.5704 6.2524 -0.5 2.1 -0.8
O 7.9121 11.3393 6.3270 0.3 -0.7 0.5
N 8.8480 13.2765 5.5724 0.4 -1.3 0.4
C 8.7397 14.6025 5.3853 0.7 1.5 -0.5
O 9.6399 15.3099 4.8968 -0.8 -1.5 0.6
H 4.8309 15.0638 3.2978 -0.6 -0.2 -0.8
H 4.9717 16.4229 4.3715 -0.2 -0.7 0.2
H 4.5118 14.7677 4.9807 0.3 0.2 0.1
H 7.1210 15.6978 3.5898 0.2 -0.1 -0.6
H 6.8291 13.9742 4.0356 -0.2 0.4 -0.3
H 8.4649 17.0785 5.2878 0.4 0.0 -0.1
H 8.0773 16.8064 6.9532 0.4 0.0 0.9
H 6.2682 17.9814 4.7500 0.5 0.2 0.7
H 6.9794 18.7858 6.1839 0.3 1.0 0.2
H 5.6162 17.6947 6.3244 -0.2 -0.3 0.6
H 6.2076 12.7251 7.3995 0.2 0.2 -0.1
```
Forces are in eV/Å.

The value obtained for the orbital gap is 8.7 eV.


(4)
Entry from the OMol25 dataset: a structure of composition C2H6AsF6N2O6RhS (wB97M-V/def2-TZVPD).

The geometry in XYZ format:
```
25
Properties=species:S:1:pos:R:3:forces:R:3
Rh -1.1297 1.3508 0.7889 0.4 0.3 0.3
C 0.1841 -2.6606 -2.9196 -0.1 0.0 0.0
O -0.1840 -2.5763 -1.5225 0.0 0.0 -0.2
C 0.3882 -1.7588 -0.6976 0.1 0.0 0.0
O 0.1239 -1.6025 0.4499 0.1 0.1 0.2
N 1.4989 -0.9712 -1.2391 0.0 0.0 0.1
N 2.0686 -0.1407 -0.4099 -0.1 -0.1 -0.1
H -0.4616 -3.4271 -3.3323 0.0 0.0 0.0
H 1.2227 -2.9745 -3.0217 0.0 0.0 0.0
H -0.0185 -1.7130 -3.4187 0.0 0.0 0.0
H 1.8122 -0.9792 -2.2021 0.0 0.0 0.0
H 2.8015 0.4747 -0.7359 0.0 0.0 0.0
H 1.6824 -0.1176 0.5371 0.0 0.0 0.1
F 0.5714 0.8595 1.9207 0.0 0.0 -0.1
As -0.3590 1.0317 3.5671 0.1 0.0 0.1
F 0.8338 2.1148 4.0559 -0.1 -0.1 0.0
F 0.4097 -0.3566 4.1287 -0.1 0.1 -0.1
F -1.4284 1.2777 4.8323 0.1 0.0 -0.1
F -1.5357 0.0736 2.6236 -0.1 0.0 -0.2
F -1.1318 2.3810 2.5722 0.0 0.0 0.1
O -1.0532 0.5547 -1.1000 -0.1 0.0 0.1
S -1.5144 1.9965 -1.3674 0.0 0.1 0.1
O -1.7065 2.4318 -2.6819 0.0 0.0 -0.1
O -2.6392 2.0529 -0.3389 -0.1 -0.1 -0.1
O -0.4353 2.6784 -0.4887 0.0 0.0 -0.2
```
Forces are in eV/Å.

The net charge is +1. The value obtained for the orbital gap (spin up / spin down) is 9.8 / 8.7 eV. As for the spin multiplicity: 2.


Table of E_tot (hartree), in record order: -3501.52847; -1244.76360; -1850.25884; -3984.16951